[1]
DFT (ωB97M-V/def2-TZVPD) results for a cluster of 7 separate species, C4H18O8 in total.

Positions of all 30 atoms, in Å:
O 3.384 -2.623 -0.088
O -3.357 -1.677 0.429
H 1.539 -3.344 0.068
H -4.275 -1.608 0.674
H -1.019 -0.771 -2.061
C -0.200 -1.351 -1.603
O -1.604 2.078 1.576
H -2.117 -1.057 1.854
H 2.269 -0.455 0.712
C 2.198 -2.469 0.057
O -0.401 -2.523 -1.390
C 1.550 -1.097 0.199
H -0.588 3.611 0.291
H -2.874 -2.464 0.183
O -0.726 4.066 -0.544
H 4.262 -0.408 2.032
H -0.740 -0.690 1.322
H -1.971 1.292 1.178
O -1.115 2.482 -2.987
O -1.272 -0.659 2.116
H 1.817 -0.747 -1.968
H -0.398 3.608 -1.315
H -1.684 1.893 -3.499
H -1.814 2.953 -2.506
H 3.709 1.043 2.562
C 1.061 -0.644 -1.173
O 3.710 0.363 1.889
H 0.999 0.437 -1.287
H 0.739 -1.148 0.918
H -1.083 1.911 2.360

Its frontier orbital gap is 9.9 eV. As for the spin multiplicity: 1. For the highest occupied orbital energy, the calculation gives -9.7 eV.

---

[2]
DFT (ωB97M-V/def2-TZVPD) results for a cluster of 4 separate species, C4H19BO5 in total.

Positions of all 29 atoms, in Å:
H -9.010 -3.739 18.800
O -6.696 -6.541 20.524
H -8.454 -9.111 21.755
O -6.540 -4.164 19.168
H -7.131 -5.833 20.044
H -7.314 -7.012 21.088
H -5.439 -8.529 19.729
H -6.594 -3.238 19.415
B -5.492 -8.242 18.691
H -4.741 -8.728 18.087
H -8.981 -8.325 23.855
H -9.878 -5.885 18.969
C -8.898 -7.640 23.011
H -6.508 -8.466 18.404
H -9.309 -5.126 22.107
H -6.317 -7.138 19.874
H -9.021 -5.820 24.181
C -7.113 -4.413 17.856
C -8.603 -4.559 18.209
H -7.340 -6.343 23.747
C -8.374 -6.245 23.414
O -8.401 -5.332 22.341
H -5.338 -7.175 18.633
O -8.080 -8.259 21.990
O -8.924 -5.844 18.864
H -9.942 -7.616 22.696
H -6.692 -5.359 17.513
H -7.064 -3.529 17.221
H -9.076 -4.550 17.227

Its frontier orbital gap (spin up / spin down) is 2.9 / 9.3 eV. As for the charge: -1. As for the spin multiplicity: 2. For the highest occupied orbital energy (spin up / spin down), the calculation gives 0.3 / -6.1 eV.

---

[3]
DFT (ωB97M-V/def2-TZVPD) results for a cluster of 5 separate species, C4H19NO5S in total.

Positions of all 30 atoms, in Å:
H -1.239 1.051 0.005
O 2.597 -3.015 0.625
O 1.274 -2.006 -1.696
H 0.505 -2.395 -1.262
H 0.287 2.911 -0.267
H -0.932 1.916 -2.422
H 1.054 -2.126 -2.626
H -1.209 -0.288 -2.955
H 0.342 2.612 1.937
C -0.100 0.458 1.701
O -1.651 1.550 -2.958
N -0.370 0.622 0.282
H 3.238 -2.321 0.809
H 0.337 1.666 3.423
H 0.105 -2.738 1.990
O 0.679 2.403 -0.986
H -1.919 2.233 -3.577
H 1.686 0.885 -0.146
C 0.696 0.938 -0.588
H 0.898 0.081 1.903
H -1.581 -0.098 3.232
C -0.174 1.811 2.462
H 2.043 -2.624 -0.071
H 0.568 0.540 -1.593
O -0.993 -1.219 -3.118
S -0.410 -2.051 3.021
H -1.868 -0.797 1.594
H -1.548 -1.564 -3.820
H -1.189 2.073 2.761
C -1.126 -0.508 2.334

Its frontier orbital gap is 9.3 eV. As for the spin multiplicity: 1. For the highest occupied orbital energy, the calculation gives -8.8 eV.

---

[4]
DFT (ωB97M-V/def2-TZVPD) results for a cluster of 6 separate species, C4H19NO6S in total.

Positions of all 31 atoms, in Å:
H 1.947 1.008 2.889
H -3.378 1.257 0.155
H 2.200 -2.490 -1.333
O 1.064 -0.099 -3.569
O -2.977 -0.232 -2.712
H -1.689 2.056 3.069
N -0.331 1.707 1.338
H -2.457 -0.629 -3.381
H -2.898 -0.947 -2.046
H 1.935 -1.158 3.259
H -0.496 -1.477 -3.503
C 1.808 0.485 1.931
O -2.770 1.389 -0.586
H -0.138 2.853 3.138
C 0.769 0.924 0.979
H -0.665 -1.055 -2.017
H 0.951 0.825 -3.279
H -1.098 1.556 0.701
H 1.550 -1.096 -0.748
H -0.380 1.135 3.362
O 0.929 0.707 -0.157
C 1.913 -1.013 2.238
O 1.476 -1.809 -1.334
H 0.278 -1.663 0.477
S 0.381 -2.032 1.718
H 2.931 -1.519 2.127
H 1.231 -0.524 -2.713
H -3.054 0.832 -1.354
O -1.054 -1.749 -2.665
H 2.697 0.779 1.282
C -0.671 1.976 2.734

Its frontier orbital gap (spin up / spin down) is 9.0 / 4.0 eV. As for the charge: +1. As for the spin multiplicity: 2. For the highest occupied orbital energy (spin up / spin down), the calculation gives -13.3 / -13.3 eV.

---

[5]
DFT (ωB97M-V/def2-TZVPD) results for a cluster of 7 separate species, C4H20IN8O6 in total.

Positions of all 39 atoms, in Å:
H 12.841 4.347 7.626
H 14.345 11.295 6.572
H 8.991 11.922 7.195
N 16.305 8.758 5.649
H 12.035 5.863 7.584
C 7.668 12.065 5.546
O 13.429 12.606 8.508
N 13.865 10.741 7.260
O 7.195 12.765 4.661
N 8.526 12.538 6.548
H 11.608 11.417 9.502
C 15.426 9.503 4.984
N 12.779 5.286 7.310
H 11.429 7.862 5.196
H 7.700 10.458 9.059
N 12.144 10.785 8.881
H 8.899 13.520 6.521
H 12.937 7.716 7.842
O 15.403 10.732 4.935
H 14.553 7.925 7.619
H 14.187 7.870 4.386
C 13.149 11.478 8.215
H 11.933 6.430 5.623
H 13.276 10.196 6.740
H 6.874 10.306 4.848
H 11.666 10.031 8.407
O 15.065 5.444 7.449
N 7.447 10.681 5.590
H 13.840 9.387 3.751
N 13.786 7.301 7.648
O 8.575 10.938 8.973
H 7.818 10.195 6.375
H 17.072 9.278 6.068
I 10.099 7.979 8.068
H 9.270 10.240 8.967
H 16.578 7.800 5.477
N 14.470 8.814 4.225
O 12.024 7.124 4.955
C 13.968 5.958 7.513

Its frontier orbital gap is 8.5 eV. As for the charge: -1. As for the spin multiplicity: 1. For the highest occupied orbital energy, the calculation gives -5.9 eV.

---

[6]
DFT (ωB97M-V/def2-TZVPD) results for a cluster of 6 separate species, C4H20NO7 in total.

Positions of all 32 atoms, in Å:
C 0.653 -0.389 0.283
O 0.692 -2.672 1.150
H 1.936 -1.229 1.860
H 3.641 2.942 -0.285
H 0.945 0.271 -3.895
H 2.161 3.211 0.163
O -0.960 2.129 0.072
H -1.982 1.363 1.704
H -0.562 -0.706 2.022
H 2.326 -1.851 0.319
H -0.450 -3.017 0.497
H 1.307 0.462 0.051
H 0.080 2.918 1.035
O -1.482 -3.164 0.108
H 0.542 4.029 1.954
C -0.360 0.138 1.353
H -1.064 -0.916 -0.829
C -1.480 0.991 0.813
O -3.049 -2.581 -2.093
O 2.728 2.942 -0.570
H 0.237 0.750 2.040
H -0.385 1.788 -0.630
O 0.878 3.206 1.585
H 0.862 0.426 -2.330
C 1.434 -1.527 0.921
N -0.066 -0.823 -0.933
H 0.290 -1.754 -1.072
H -2.492 -3.057 -1.451
H -3.336 -1.746 -1.727
H -2.107 0.458 0.106
H -1.797 -3.491 0.959
O 0.860 0.900 -3.178

Its frontier orbital gap is 7.2 eV. As for the charge: -1. As for the spin multiplicity: 1. For the highest occupied orbital energy, the calculation gives -4.2 eV.

---

[7]
DFT (ωB97M-V/def2-TZVPD) results for a cluster of 7 separate species, C4H20NO8S in total.

Positions of all 34 atoms, in Å:
C 0.565 -0.902 0.473
H -0.897 2.061 1.001
H 1.634 0.983 -3.670
C -2.921 -0.520 1.434
O 1.071 3.557 -2.285
O -0.738 2.986 1.252
H -0.571 0.989 3.254
C -0.498 -0.601 1.678
O 0.843 0.949 -3.118
C 0.134 0.406 2.633
H -2.950 -1.498 1.923
H -0.281 -1.747 -2.574
H -0.458 -0.892 -4.008
H 0.808 1.037 2.043
H 1.203 2.621 -2.551
H -0.763 -1.615 2.015
H -0.828 3.065 2.201
H 3.055 0.159 -0.407
H 1.725 -1.322 3.277
H 1.087 0.206 -2.542
H -0.644 -3.006 -0.539
O -0.110 -1.640 -3.511
H -3.461 0.174 2.104
H 4.279 1.173 -0.898
H -0.188 -4.168 -1.531
O 3.332 0.960 -0.881
O 1.711 -0.490 0.650
H -3.487 -0.782 0.536
N -1.647 0.077 1.080
H -1.478 0.093 0.086
O -0.698 -3.967 -0.740
O -0.011 -1.360 -0.541
S 0.968 -0.539 4.018
H 0.212 3.551 -1.859

Its frontier orbital gap is 8.8 eV. As for the charge: -1. As for the spin multiplicity: 1. For the highest occupied orbital energy, the calculation gives -5.8 eV.